This record from the OMol25 dataset describes a molecular structure, C26H45AsCs2F6NO12S5 at a distorted geometry. The level of theory is the ωB97M-V functional and the def2-TZVPD basis.

Values from the calculation:
Gap between HOMO and LUMO = 7.383 eV
Highest occupied orbital energy = -0.4204 Ha
E_LUMO = -4.057 eV
Charge = +1
Energy = -6841.14939 Eh

Each line ends with the Löwdin charge.
CARTESIAN COORDINATES (ANGSTROEM)
Cs: 4.579 -1.575 -31.795  0.92
Cs: 10.464 -3.453 -28.283  0.93
As: 5.786 -6.396 -29.223  0.88
F: 4.787 -7.136 -30.478  -0.27
F: 4.863 -4.816 -29.341  -0.35
F: 6.740 -5.487 -27.983  -0.34
F: 6.857 -7.824 -29.008  -0.29
F: 6.882 -5.833 -30.485  -0.30
F: 4.747 -6.965 -27.901  -0.27
C: 1.843 -6.579 -23.089  -0.09
C: 0.937 -7.626 -23.167  -0.07
C: -0.040 -7.796 -22.231  -0.02
C: -0.199 -6.856 -21.226  -0.12
C: 0.672 -5.717 -21.165  0.03
C: 1.695 -5.623 -22.132  -0.09
N: -1.245 -7.021 -20.180  -0.31
O: -1.583 -8.222 -19.935  0.04
O: -1.771 -6.037 -19.644  0.07
H: 2.525 -6.243 -23.856  0.11
H: 1.133 -8.247 -24.029  0.11
H: -0.766 -8.585 -22.359  0.12
H: 0.612 -4.892 -20.470  0.11
H: 2.302 -4.730 -22.136  0.10
C: 10.089 -8.742 -33.972  -0.18
C: 11.623 -8.607 -33.750  -0.21
C: 12.289 -9.966 -33.597  -0.23
S: 11.107 -11.254 -34.120  0.67
O: 11.132 -12.376 -33.255  -0.30
O: 11.237 -11.313 -35.585  -0.33
C: 9.727 -10.230 -33.759  -0.26
H: 9.831 -8.614 -35.023  0.11
H: 9.604 -8.016 -33.319  0.11
H: 11.938 -8.141 -32.816  0.10
H: 11.995 -8.012 -34.584  0.11
H: 12.480 -10.148 -32.540  0.09
H: 13.248 -10.188 -34.064  0.11
H: 9.640 -10.404 -32.686  0.10
H: 8.774 -10.641 -34.094  0.12
C: 8.762 -8.633 -22.173  -0.22
C: 7.519 -8.365 -22.904  -0.20
C: 7.811 -7.162 -23.907  -0.19
S: 9.322 -6.340 -23.403  0.63
O: 9.183 -4.930 -23.103  -0.34
O: 10.369 -6.649 -24.305  -0.33
C: 9.488 -7.293 -21.845  -0.19
H: 9.434 -9.178 -22.836  0.12
H: 8.523 -9.357 -21.393  0.12
H: 6.653 -8.044 -22.326  0.12
H: 7.088 -9.133 -23.546  0.12
H: 7.172 -6.285 -23.803  0.09
H: 8.094 -7.379 -24.937  0.10
H: 9.035 -6.654 -21.086  0.10
H: 10.515 -7.291 -21.479  0.10
C: 5.483 0.155 -24.235  -0.20
C: 4.909 -1.003 -24.992  -0.25
C: 3.548 -0.717 -25.721  -0.19
S: 3.515 1.086 -25.999  0.72
O: 2.493 1.795 -25.196  -0.33
O: 3.693 1.439 -27.401  -0.37
C: 5.197 1.422 -25.220  -0.17
H: 6.526 -0.103 -24.050  0.11
H: 5.103 0.420 -23.248  0.11
H: 4.897 -1.893 -24.362  0.12
H: 5.682 -1.167 -25.742  0.11
H: 2.814 -0.890 -24.935  0.10
H: 3.562 -1.281 -26.653  0.10
H: 5.090 2.304 -24.587  0.09
H: 6.011 1.576 -25.928  0.09
C: 11.274 -10.221 -27.701  -0.23
C: 12.710 -10.695 -27.646  -0.22
C: 12.867 -11.511 -26.301  -0.21
S: 11.347 -12.543 -26.128  0.76
O: 10.797 -12.462 -24.750  -0.37
O: 11.527 -13.864 -26.793  -0.36
C: 10.353 -11.396 -27.339  -0.18
H: 11.110 -9.811 -28.698  0.11
H: 11.212 -9.469 -26.914  0.11
H: 13.420 -9.868 -27.645  0.11
H: 12.877 -11.347 -28.503  0.11
H: 12.831 -10.676 -25.602  0.09
H: 13.717 -12.088 -25.937  0.10
H: 9.401 -11.190 -26.849  0.09
H: 9.966 -12.000 -28.159  0.09
C: -0.462 -7.560 -31.309  -0.19
C: -0.020 -6.734 -29.990  -0.16
C: 0.274 -5.260 -30.423  -0.25
S: 0.170 -5.148 -32.183  0.67
O: 1.200 -4.419 -32.890  -0.35
O: -1.218 -4.722 -32.368  -0.33
C: 0.354 -6.936 -32.415  -0.22
H: -1.545 -7.463 -31.381  0.11
H: -0.410 -8.626 -31.084  0.11
H: 0.860 -7.152 -29.501  0.10
H: -0.715 -6.713 -29.151  0.11
H: 1.342 -5.088 -30.291  0.08
H: -0.181 -4.418 -29.901  0.11
H: 1.378 -7.106 -32.080  0.11
H: 0.150 -7.168 -33.460  0.12

***

This record from the OMol25 dataset describes 7 unconnected molecules or ions with the total composition C26H45BINO14P at a distorted geometry. The level of theory is the ωB97M-V functional and the def2-TZVPD basis.

Values from the calculation:
Gap between HOMO and LUMO = 4.699 eV
Highest occupied orbital energy = -0.1242 Ha
E_LUMO = 1.320 eV
Charge = -1
Energy = -2789.89805 Eh

Each line ends with the Löwdin charge.
CARTESIAN COORDINATES (ANGSTROEM)
C: -1.038 4.469 1.179  -0.17
N: -1.335 3.929 -0.155  -0.15
C: -2.780 4.013 -0.502  -0.35
B: -3.806 3.536 0.694  -1.19
I: -5.477 2.441 -0.354  0.58
P: -4.524 4.980 1.756  0.77
O: -4.497 6.415 0.825  -0.38
O: -6.205 4.698 2.018  -0.42
H: -1.595 5.404 1.424  0.07
H: -1.148 3.714 1.980  0.07
H: 0.039 4.763 1.193  0.07
H: -0.877 4.568 -0.801  0.07
H: -3.084 5.014 -0.899  0.08
H: -2.944 3.302 -1.343  0.04
H: -3.235 2.803 1.440  0.00
H: -4.925 6.202 -0.017  0.02
H: -6.586 5.571 2.113  0.00
O: -3.207 -0.022 -2.625  0.10
C: -2.169 0.018 -2.030  -0.48
O: -0.970 0.238 -2.635  0.00
C: 0.086 0.119 -1.665  -0.16
C: -0.579 0.360 -0.326  -0.15
C: -1.974 -0.197 -0.551  -0.06
H: 0.520 -0.882 -1.743  0.12
H: 0.862 0.854 -1.877  0.10
H: -0.052 -0.104 0.504  0.09
H: -0.639 1.434 -0.128  0.11
H: -2.023 -1.267 -0.337  0.12
H: -2.724 0.343 0.025  0.11
O: 2.323 -0.434 0.569  0.12
C: 2.423 -1.616 0.724  -0.48
O: 2.616 -2.491 -0.297  0.03
C: 2.578 -3.835 0.212  -0.15
C: 2.893 -3.713 1.690  -0.18
C: 2.306 -2.356 2.033  -0.07
H: 1.579 -4.244 0.032  0.13
H: 3.308 -4.445 -0.319  0.12
H: 2.493 -4.527 2.279  0.09
H: 3.975 -3.691 1.837  0.11
H: 1.251 -2.426 2.306  0.13
H: 2.868 -1.854 2.815  0.13
O: 2.112 -4.178 4.384  0.10
C: 3.141 -4.177 4.998  -0.46
O: 4.354 -3.979 4.426  0.02
C: 5.387 -4.146 5.410  -0.15
C: 4.706 -3.918 6.744  -0.16
C: 3.299 -4.431 6.477  -0.07
H: 5.795 -5.156 5.318  0.13
H: 6.184 -3.428 5.225  0.13
H: 5.207 -4.415 7.574  0.12
H: 4.671 -2.849 6.965  0.12
H: 3.212 -5.503 6.662  0.13
H: 2.551 -3.885 7.047  0.13
O: 1.022 0.407 -8.166  0.11
C: 0.030 0.066 -7.587  -0.49
O: -0.724 -0.996 -7.963  0.02
C: -1.898 -1.072 -7.133  -0.16
C: -1.543 -0.314 -5.870  -0.16
C: -0.590 0.748 -6.392  -0.07
H: -2.734 -0.615 -7.671  0.13
H: -2.137 -2.116 -6.935  0.12
H: -2.411 0.088 -5.350  0.12
H: -1.014 -0.972 -5.178  0.12
H: -1.119 1.641 -6.730  0.14
H: 0.167 1.010 -5.656  0.11
O: -2.130 -0.816 3.069  0.15
C: -1.979 -1.988 3.225  -0.49
O: -1.771 -2.862 2.202  0.01
C: -1.738 -4.203 2.711  -0.16
C: -1.388 -4.064 4.180  -0.16
C: -2.029 -2.731 4.538  -0.07
H: -2.720 -4.657 2.558  0.13
H: -0.994 -4.780 2.162  0.12
H: -1.738 -4.900 4.786  0.11
H: -0.303 -3.994 4.298  0.09
H: -3.072 -2.846 4.839  0.13
H: -1.468 -2.202 5.305  0.13
O: 0.429 6.559 -3.597  0.12
C: 0.979 5.497 -3.571  -0.49
O: 0.987 4.683 -2.488  0.03
C: 1.821 3.544 -2.744  -0.14
C: 1.889 3.431 -4.254  -0.15
C: 1.791 4.885 -4.688  -0.08
H: 2.802 3.723 -2.295  0.13
H: 1.379 2.662 -2.283  0.10
H: 2.786 2.922 -4.608  0.12
H: 1.022 2.878 -4.623  0.10
H: 2.769 5.369 -4.721  0.13
H: 1.281 4.992 -5.642  0.13

***

This record from the OMol25 dataset describes 5 unconnected molecules or ions with the total composition C26H45Br2N3O14P. The level of theory is the ωB97M-V functional and the def2-TZVPD basis.

Values from the calculation:
Gap between HOMO and LUMO = 9.062 eV
Highest occupied orbital energy = -0.4357 Ha
E_LUMO = -2.795 eV
Charge = +1
Energy = -7724.59657 Eh

Each line ends with the Löwdin charge.
CARTESIAN COORDINATES (ANGSTROEM)
C: 0.081 -3.113 -4.778  -0.14
C: -1.133 -4.034 -4.695  -0.79
Br: -1.203 -5.171 -6.253  0.73
C: -1.102 -4.814 -3.369  -0.75
Br: -2.164 -6.419 -3.287  0.77
N: -1.579 -3.941 -2.299  0.09
C: -0.827 -3.304 -1.445  -0.43
N: 0.536 -3.452 -1.387  0.12
C: 0.959 -2.851 -0.089  -0.09
C: -0.385 -2.744 0.636  -0.29
C: -0.536 -1.875 1.874  -0.14
C: -1.525 -2.477 2.878  -0.16
C: -2.143 -1.440 3.821  -0.25
O: -1.693 -1.673 5.151  -0.06
N: -1.373 -2.485 -0.472  -0.11
P: -1.551 -0.875 -1.282  0.94
C: -3.004 -0.267 -0.372  -0.22
O: -0.328 -0.050 -0.560  -0.27
H: -0.054 -2.249 -4.118  0.06
H: 0.995 -3.644 -4.505  0.09
H: 0.211 -2.736 -5.790  0.08
H: -2.042 -3.435 -4.709  0.09
H: -0.085 -5.091 -3.099  0.10
H: -2.581 -3.813 -2.206  0.16
H: 0.997 -3.091 -2.215  0.13
H: 1.601 -3.550 0.444  0.13
H: 1.490 -1.914 -0.238  0.12
H: -0.606 -3.776 0.934  0.15
H: -0.862 -0.876 1.589  0.09
H: 0.453 -1.757 2.326  0.13
H: -2.314 -2.996 2.327  0.11
H: -1.022 -3.222 3.497  0.12
H: -1.857 -0.431 3.522  0.09
H: -3.234 -1.507 3.787  0.12
H: -1.528 -0.818 5.559  0.07
H: -2.685 0.333 0.483  0.06
H: -3.587 0.380 -1.024  0.03
H: -3.615 -1.097 -0.022  0.05
H: 0.096 0.542 -1.190  0.05
C: 2.318 0.753 5.186  0.00
C: 1.274 1.572 4.458  -0.30
C: 1.099 2.995 4.961  -0.07
O: -0.288 3.254 4.693  0.08
C: -0.938 2.078 4.691  -0.57
O: -2.119 1.930 4.692  0.16
O: -0.055 1.049 4.686  0.05
H: 2.998 1.400 5.741  0.08
H: 1.825 0.096 5.902  0.09
H: 2.911 0.138 4.512  0.08
H: 1.426 1.567 3.375  0.15
H: 1.707 3.732 4.443  0.14
H: 1.270 3.058 6.038  0.14
C: 0.332 -0.224 10.720  -0.01
C: 1.494 -0.317 9.750  -0.31
C: 2.856 -0.572 10.369  -0.09
O: 3.742 0.086 9.456  0.07
C: 3.052 1.074 8.846  -0.57
O: 3.536 1.931 8.176  0.15
O: 1.730 0.951 9.095  0.07
H: 0.593 -0.669 11.681  0.09
H: 0.083 0.823 10.888  0.09
H: -0.553 -0.730 10.343  0.08
H: 1.299 -1.043 8.956  0.15
H: 3.127 -1.621 10.440  0.14
H: 2.944 -0.095 11.348  0.14
C: -0.025 1.617 -4.372  -0.01
C: -1.482 1.930 -4.102  -0.31
C: -1.945 3.325 -4.481  -0.08
O: -2.999 3.569 -3.540  0.08
C: -2.769 2.826 -2.443  -0.56
O: -3.348 2.910 -1.409  0.17
O: -1.766 1.936 -2.681  0.01
H: 0.413 2.317 -5.082  0.06
H: 0.548 1.694 -3.446  0.09
H: 0.110 0.617 -4.778  0.08
H: -2.143 1.182 -4.546  0.15
H: -2.341 3.406 -5.489  0.14
H: -1.154 4.063 -4.328  0.14
C: 2.077 3.239 -11.020  -0.01
C: 1.343 2.839 -9.756  -0.30
C: 0.900 3.980 -8.858  -0.09
O: 0.946 3.385 -7.553  0.04
C: 1.859 2.381 -7.589  -0.57
O: 2.282 1.829 -6.622  0.15
O: 2.212 2.110 -8.856  0.09
H: 1.897 4.289 -11.257  0.09
H: 3.148 3.102 -10.876  0.10
H: 1.768 2.642 -11.874  0.08
H: 0.500 2.178 -9.970  0.16
H: -0.106 4.341 -9.056  0.14
H: 1.609 4.810 -8.888  0.14

***

This record from the OMol25 dataset describes 2 unconnected molecules or ions with the total composition C26H45Br3F2N2O2S2 at a distorted geometry. The level of theory is the ωB97M-V functional and the def2-TZVPD basis.

Values from the calculation:
Gap between HOMO and LUMO = 5.334 eV
Highest occupied orbital energy = -0.2286 Ha
E_LUMO = -0.886 eV
Relative energy (zero: lowest compared OMol25 entry of this formula, charge and spin) = 0.000 eV
Energy = -9995.56293 Eh

Each line ends with the Löwdin charge.
CARTESIAN COORDINATES (ANGSTROEM)
C: -0.169 4.451 1.484  0.01
C: -0.457 3.197 1.065  -0.22
C: 0.470 2.174 0.432  -0.58
Br: 2.103 3.181 0.024  0.97
C: -0.287 1.597 -0.803  -0.27
C: 0.155 2.218 -2.129  -0.21
C: -0.284 3.678 -2.353  -0.27
C: -0.867 3.920 -3.738  -0.56
S: 0.377 3.879 -5.062  0.72
C: -0.297 0.062 -1.011  -0.21
C: -1.443 -0.486 -1.919  -0.10
C: -2.566 0.349 -2.583  -0.36
C: -2.487 0.335 -4.102  -0.03
F: -2.675 1.678 -2.178  -0.03
C: -0.041 -0.869 0.223  -0.32
C: 0.547 -2.190 -0.337  -0.13
C: -0.287 -3.200 -1.161  -0.16
C: 0.274 -4.627 -1.013  -0.08
C: -0.096 -5.250 0.311  -0.51
O: -1.149 -5.783 0.507  0.14
O: 0.876 -5.177 1.288  0.08
C: -1.262 -1.056 1.209  -0.60
Br: -2.789 0.164 0.918  0.93
C: -1.796 -2.482 1.454  -0.75
C: -3.117 -2.889 0.805  -0.19
Br: -2.071 -2.676 3.393  0.78
C: 1.123 -0.236 1.097  -0.52
S: 1.430 -1.207 2.647  0.98
C: 2.471 -0.092 0.350  -0.21
C: 3.543 -1.194 0.492  -0.26
C: 4.577 -1.027 -0.640  -0.09
N: 0.700 1.157 1.566  -0.03
C: 1.489 1.706 2.747  -0.13
C: 0.732 1.444 4.051  -0.45
C: -0.643 2.018 4.176  -0.07
N: 1.206 0.766 5.001  0.16
H: 0.215 5.211 0.812  0.06
H: -0.388 4.762 2.503  0.08
H: -1.477 2.827 1.187  0.10
H: -1.315 1.891 -0.637  0.07
H: -0.305 1.638 -2.932  0.09
H: 1.229 2.099 -2.282  0.09
H: 0.617 4.295 -2.291  0.08
H: -0.945 4.031 -1.558  0.11
H: -1.624 3.176 -3.984  0.05
H: -1.351 4.893 -3.798  0.07
H: 0.579 2.555 -5.082  -0.16
H: 0.622 -0.100 -1.579  0.12
H: -1.965 -1.231 -1.324  0.06
H: -0.986 -1.076 -2.713  0.11
H: -3.521 -0.122 -2.345  0.14
H: -1.605 0.856 -4.477  0.07
H: -3.382 0.809 -4.506  0.09
H: -2.488 -0.696 -4.456  0.09
H: 0.974 -2.782 0.469  0.06
H: 1.396 -1.955 -0.978  0.12
H: -0.147 -2.965 -2.217  0.11
H: -1.359 -3.191 -0.997  0.09
H: 1.348 -4.611 -1.201  0.13
H: -0.204 -5.239 -1.778  0.13
H: 0.536 -4.686 2.049  0.11
H: -0.991 -0.701 2.196  -0.02
H: -1.039 -3.225 1.246  0.03
H: -3.192 -2.572 -0.237  0.06
H: -3.145 -3.981 0.800  0.08
H: -3.967 -2.559 1.393  0.06
H: 1.680 -2.378 2.058  -0.10
H: 2.983 0.800 0.701  0.06
H: 2.325 0.054 -0.720  0.10
H: 3.135 -2.196 0.391  0.09
H: 4.089 -1.060 1.422  0.10
H: 5.344 -0.294 -0.393  0.08
H: 5.104 -1.975 -0.764  0.07
H: 4.112 -0.814 -1.603  0.07
H: -0.237 1.084 2.000  0.11
H: 2.517 1.352 2.766  0.12
H: 1.533 2.786 2.630  0.09
H: -0.844 2.117 5.279  0.05
H: -0.796 2.928 3.592  0.05
H: -1.396 1.275 3.880  0.08
H: 2.141 0.409 4.782  0.04
F: -1.101 1.030 6.485  -0.70